# 1
A cluster of 14 separate species, C46H91F22N17O20P2S10 in total, computed with the ωB97M-V functional and the def2-TZVPD basis.

Values from the calculation:
HOMO-LUMO gap (alpha / beta)	0.118 / 0.287	Eh
total charge	-1
multiplicity	2
LUMO energy (alpha / beta)	1.1 / 1.1	eV

Each line ends with the Mulliken spin population.
Element x y z (Å)
1 C -0.32101 1.68026 -10.48941  0.00
2 C -0.86253 2.97766 -9.78917  0.00
3 N 0.26026 3.89993 -9.47478  0.00
4 C 1.02194 4.65661 -10.34831  0.00
5 C 1.95376 5.26861 -9.54161  0.00
6 N 1.64545 5.00351 -8.18497  0.00
7 C 0.64667 4.16375 -8.20275  0.00
8 C 2.31854 5.37073 -6.96365  0.00
9 H -1.13581 1.01876 -10.78372  0.00
10 H 0.38281 1.17578 -9.82742  0.00
11 H 0.21790 2.01427 -11.37604  0.00
12 H -1.32631 2.80529 -8.81794  0.00
13 H -1.59017 3.62626 -10.27701  0.00
14 H 0.86298 4.47676 -11.40130  0.00
15 H 2.81089 5.87537 -9.79378  0.00
16 H 0.24384 3.59243 -7.37952  0.00
17 H 3.36455 5.50422 -7.23961  0.00
18 H 2.26037 4.58771 -6.20760  0.00
19 H 2.11128 6.36647 -6.57167  0.00
20 C 4.41068 14.66701 0.29697  -0.02
21 C 3.33733 14.81050 1.37917  0.09
22 N 2.08798 14.30183 1.03412  -0.21
23 C 0.90382 15.04921 0.93530  -0.04
24 C -0.08599 14.26560 0.40973  0.07
25 N 0.40106 12.92535 0.35146  -0.02
26 C 1.72223 12.99115 0.81375  0.64
27 C -0.38984 11.63916 0.18973  0.08
28 H 5.38798 14.93485 0.69853  -0.01
29 H 4.01796 15.06969 -0.63667  0.00
30 H 4.39376 13.61093 0.02767  0.03
31 H 3.24321 15.83650 1.73492  0.02
32 H 3.75312 14.32962 2.26459  -0.05
33 H 0.84799 16.09404 1.20290  0.03
34 H -1.03158 14.55313 -0.02569  -0.01
35 H 2.46210 12.20470 0.83628  0.31
36 H -0.41497 11.37372 -0.86716  0.04
37 H -1.44050 11.72128 0.46808  -0.14
38 H 0.01577 10.85251 0.82592  0.05
39 C -6.24755 1.13471 -2.78217  0.00
40 C -5.38481 2.28958 -2.29558  0.00
41 N -4.25186 2.47701 -3.14500  0.00
42 C -3.11913 1.68262 -3.09991  0.00
43 C -2.19584 2.15911 -3.99108  0.00
44 N -2.82884 3.13966 -4.66228  0.00
45 C -4.05869 3.36965 -4.14357  0.00
46 C -2.33293 3.83718 -5.78891  0.00
47 H -6.77551 1.26096 -3.72738  0.00
48 H -6.99059 1.02502 -1.99226  0.00
49 H -5.75167 0.16413 -2.79466  0.00
50 H -4.88593 2.02880 -1.36219  0.00
51 H -5.99431 3.19308 -2.31267  0.00
52 H -3.05676 0.78114 -2.50844  0.00
53 H -1.23408 1.80569 -4.33243  0.00
54 H -4.68112 4.16935 -4.51703  0.00
55 H -2.95371 4.67743 -6.09992  0.00
56 H -2.32680 3.16487 -6.64684  0.00
57 H -1.38796 4.31936 -5.53862  0.00
58 C 0.62651 9.02176 -2.82378  0.00
59 C 0.28452 7.93530 -3.90854  0.00
60 N -1.19713 7.76778 -4.02558  0.00
61 C -2.02479 6.80085 -3.49611  0.00
62 C -3.25870 7.40532 -3.48888  0.00
63 N -3.32009 8.46246 -4.35660  0.00
64 C -1.97397 8.79649 -4.59236  0.00
65 C -4.42595 9.29321 -4.54473  0.00
66 H 0.32237 8.78533 -1.80412  0.00
67 H 0.21727 9.99741 -3.08593  0.00
68 H 1.71195 9.10943 -2.87095  0.00
69 H 0.67930 6.93078 -3.75629  0.00
70 H 0.54037 8.24623 -4.92144  0.00
71 H -1.67860 5.80680 -3.25438  0.00
72 H -4.20797 6.99494 -3.17761  0.00
73 H -1.66766 9.73337 -5.03375  0.00
74 H -4.93709 9.27461 -3.58219  0.00
75 H -4.88346 8.84323 -5.42580  0.00
76 H -4.18920 10.29198 -4.91147  0.00
77 C -3.60725 12.35976 4.23738  0.02
78 C -3.18783 12.82574 2.83740  0.12
79 N -4.08671 12.23694 1.83867  -0.12
80 C -5.19452 12.75784 1.23468  0.00
81 C -5.54922 11.86385 0.23366  0.01
82 N -4.83967 10.70588 0.39369  0.01
83 C -3.98140 10.92482 1.39889  0.02
84 C -4.96800 9.43955 -0.31238  0.00
85 H -4.07119 11.38042 4.12013  0.00
86 H -4.22262 12.98595 4.88337  0.00
87 H -2.66318 12.24763 4.77053  -0.03
88 H -2.21510 12.45886 2.50986  0.02
89 H -3.12314 13.91197 2.77394  0.00
90 H -5.46442 13.76851 1.50322  0.00
91 H -6.37184 12.09103 -0.42824  0.00
92 H -3.29933 10.15481 1.72792  0.03
93 H -4.04692 9.11298 -0.79516  0.00
94 H -5.53889 9.57722 -1.23066  0.00
95 H -5.56527 8.72706 0.25658  0.00
96 C 4.09745 7.48059 5.05725  0.01
97 C 4.09256 7.20654 3.53462  0.00
98 C 2.72423 6.80330 3.04508  0.01
99 N 2.57245 6.85914 1.45432  -0.01
100 C 2.29115 8.32950 1.11435  0.00
101 C 3.65163 6.19119 0.50723  0.00
102 C 2.90631 5.88720 -0.82736  0.00
103 C 1.44580 5.80726 -0.49072  0.00
104 C 1.31974 6.08636 1.03083  -0.01
105 H 3.47908 8.31626 5.38494  0.00
106 H 5.14638 7.58517 5.33457  0.00
107 H 3.74273 6.61616 5.61853  0.00
108 H 4.79929 6.38260 3.43586  0.00
109 H 4.53480 8.01195 2.94827  0.00
110 H 2.06560 7.58655 3.42037  -0.01
111 H 2.38442 5.86232 3.47771  0.00
112 H 2.30945 8.38870 0.02611  0.00
113 H 3.03859 9.00820 1.52521  0.03
114 H 1.27722 8.59173 1.41647  0.02
115 H 4.46099 6.92098 0.52824  0.00
116 H 3.88428 5.25069 1.00667  0.00
117 H 3.06036 6.58315 -1.65199  0.00
118 H 3.28843 4.90013 -1.08775  0.00
119 H 0.88145 6.60936 -0.96639  0.00
120 H 1.03117 4.89292 -0.91516  0.00
121 H 0.44422 6.66465 1.32603  0.01
122 H 1.30001 5.14020 1.57165  0.00
123 C -3.35868 10.22036 -11.41622  0.00
124 C -2.55222 11.40930 -10.85343  0.00
125 C -2.51101 11.48287 -9.27281  0.00
126 N -1.62569 12.54920 -8.57369  0.00
127 C -0.15253 12.40115 -9.05953  0.00
128 C -1.76252 12.41856 -7.00585  0.00
129 C -1.98633 13.85874 -6.38654  0.00
130 C -1.63381 14.79765 -7.58072  0.00
131 C -2.04534 14.03918 -8.87992  0.00
132 H -2.87182 9.29058 -11.12195  0.00
133 H -3.32581 10.07943 -12.49657  0.00
134 H -4.41067 10.38051 -11.18005  0.00
135 H -2.92227 12.34888 -11.26374  0.00
136 H -1.56376 11.34689 -11.30854  0.00
137 H -2.17820 10.52702 -8.86824  0.00
138 H -3.45062 11.66139 -8.74997  0.00
139 H 0.24761 11.51271 -8.57101  0.00
140 H 0.33095 13.35178 -8.83448  0.00
141 H -0.19661 12.24100 -10.13680  0.00
142 H -0.76101 12.04295 -6.79613  0.00
143 H -2.47382 11.63789 -6.73625  0.00
144 H -1.26912 14.02189 -5.58213  0.00
145 H -2.91149 14.08587 -5.85683  0.00
146 H -0.55200 14.83271 -7.45209  0.00
147 H -2.03899 15.77646 -7.32409  0.00
148 H -1.70170 14.26456 -9.88947  0.00
149 H -3.13218 13.96607 -8.91912  0.00
150 N 4.40505 10.99486 0.55382  0.04
151 S 4.28764 10.56680 -1.11604  -0.01
152 O 4.61580 9.13400 -1.44466  0.00
153 O 4.68748 11.68263 -2.00767  0.00
154 F 2.66050 10.65793 -1.18875  -0.02
155 S 5.81140 10.60460 0.71431  0.01
156 O 6.84010 11.04027 -0.19718  0.00
157 O 5.99179 9.24630 1.29863  0.00
158 F 6.00761 11.69046 1.93654  0.00
159 N 2.81573 11.42674 -7.27316  0.00
160 S 3.45958 11.70072 -5.93439  0.00
161 O 4.59551 10.83222 -5.44433  0.00
162 O 2.48878 12.24994 -5.00146  0.00
163 F 4.32550 12.95835 -6.48229  0.00
164 S 2.04322 10.05014 -6.74373  0.00
165 O 0.68621 10.24536 -6.29196  0.00
166 O 2.73460 8.89420 -6.13867  0.00
167 F 1.87241 9.47176 -8.26189  0.00
168 N -6.41277 5.50279 -3.72251  0.00
169 S -7.16770 5.90246 -4.95000  0.00
170 O -7.18939 7.34248 -5.33934  0.00
171 O -8.35482 5.07496 -5.29947  0.00
172 F -5.98194 5.47646 -5.93874  0.00
173 S -7.22668 6.44029 -2.65678  0.00
174 O -8.70919 6.23390 -2.50157  0.00
175 O -6.78842 7.76383 -2.43172  0.00
176 F -6.71360 5.66295 -1.32594  0.00
177 N -1.70800 4.06487 0.98211  0.00
178 S -1.45370 3.16312 -0.14150  0.00
179 O -1.04030 3.80394 -1.39134  0.00
180 O -2.30131 1.97287 -0.19222  0.00
181 F -0.07003 2.62234 0.45205  0.00
182 S -2.49501 5.46165 0.24179  0.01
183 O -3.64019 5.14835 -0.65305  0.00
184 O -1.64714 6.55064 -0.26129  0.00
185 F -3.28627 6.05499 1.44994  0.00
186 N 0.91396 2.69007 -5.19204  0.00
187 S 2.02070 2.69501 -4.21100  0.00
188 O 3.40964 2.66962 -4.56098  0.00
189 O 1.78983 2.09150 -2.91932  0.00
190 F 1.70965 4.20402 -3.75040  0.00
191 S 1.39873 1.23584 -5.97902  0.00
192 O 1.43893 -0.04788 -5.27187  0.00
193 O 2.22955 1.40506 -7.12358  0.00
194 F -0.05798 1.07355 -6.65204  0.00
195 P -2.79769 12.34352 -2.65206  -0.01
196 F -4.35619 12.18652 -3.03278  0.00
197 F -2.91123 13.82728 -3.38664  0.00
198 F -3.14105 12.96531 -1.22477  0.01
199 F -1.18953 12.42743 -2.54959  0.00
200 F -2.76493 10.79739 -2.00848  -0.01
201 F -2.59978 11.82195 -4.16834  0.00
202 P -1.98872 7.22227 -8.00377  0.00
203 F -3.03353 7.86615 -9.05524  0.00
204 F -1.57434 8.67563 -7.35468  0.00
205 F -3.27187 7.05976 -6.99758  0.00
206 F -0.88308 6.57380 -6.99586  0.00
207 F -2.22833 5.89868 -8.77171  0.00
208 F -0.74587 7.40255 -9.11539  0.00

Cartesian forces (eV/Å) of the 6 atoms listed first:
C -0.6 1.6 0.3
C 0.7 0.2 0.4
N -0.1 0.3 1.4
C 0.6 -0.9 1.7
C -0.2 0.6 0.1
N -0.4 -0.4 -1.8

# 2
A cluster of 9 separate species, C36H80F12N4O16PS4 in total, computed with the ωB97M-V functional and the def2-TZVPD basis.

Values from the calculation:
HOMO-LUMO gap	0.262	Eh
total charge	+1
LUMO energy	-2.8	eV

Each line ends with the Mulliken charge.
Element x y z (Å)
1 C 4.87018 -5.05421 -1.89778  -1.10
2 C 3.97327 -4.37350 -0.86700  0.38
3 O 4.03275 -3.12862 -0.70238  -0.16
4 N 3.00434 -5.38105 -0.17982  0.42
5 H 2.17463 -5.52367 -0.73780  -0.19
6 H 3.44423 -6.27058 -0.36781  0.50
7 C 2.84098 -5.12062 1.35251  -0.69
8 H 4.34033 -4.92852 -2.84201  0.32
9 H 5.08272 -6.11188 -1.74198  0.42
10 H 5.71342 -4.40542 -2.13469  0.23
11 H 3.72433 -5.44231 1.90415  0.35
12 H 1.92263 -5.64764 1.61130  0.34
13 H 2.77692 -4.04990 1.54626  0.21
14 C 4.96010 2.62703 -0.83249  -0.96
15 C 4.36738 1.47363 0.04878  0.38
16 O 3.17773 1.31685 0.24323  -0.17
17 N 5.37258 0.41910 0.44136  0.16
18 H 5.55033 -0.01835 -0.45147  0.37
19 H 6.18207 0.94411 0.74002  0.45
20 C 4.80512 -0.58095 1.53808  -0.74
21 H 5.67184 2.24379 -1.56367  0.34
22 H 5.24617 3.38982 -0.10831  0.43
23 H 4.09999 3.00156 -1.38748  0.07
24 H 3.94893 -1.15650 1.18628  0.19
25 H 4.49342 0.08222 2.34502  0.41
26 H 5.64210 -1.20333 1.85463  0.36
27 C -2.25138 6.62468 -4.64339  -0.98
28 N -1.64068 5.53601 -3.78490  0.31
29 C -2.81058 5.00342 -2.87807  -0.75
30 C -1.14700 4.42376 -4.74801  -0.84
31 C -0.52887 6.16652 -2.93722  -0.98
32 C 0.06690 5.25761 -1.89759  -0.39
33 O 0.72888 4.15980 -2.43758  -0.16
34 H -3.17992 6.33813 -5.13715  0.34
35 H -1.42585 7.05742 -5.20848  0.39
36 H -2.65035 7.36795 -3.95315  0.48
37 H -2.51253 3.98565 -2.62629  0.30
38 H -3.81604 4.97326 -3.29787  0.33
39 H -2.82701 5.62470 -1.98261  0.31
40 H -1.91833 4.14260 -5.46503  0.54
41 H -0.99214 3.51185 -4.17136  0.08
42 H -0.28124 4.77226 -5.31112  0.30
43 H -1.03366 7.02934 -2.50267  0.43
44 H 0.18886 6.67010 -3.58480  0.43
45 H -0.72324 5.06708 -1.17132  0.25
46 H 0.83632 5.84478 -1.39626  0.43
47 H 1.57198 4.42278 -2.81392  0.23
48 C 0.37519 -0.62976 -1.41188  -0.98
49 N 0.18645 -0.05561 -2.82470  1.33
50 C 0.04488 -1.24653 -3.73769  -0.77
51 C -1.17489 0.72701 -2.91242  -0.37
52 C 1.36059 0.88343 -3.14617  0.41
53 C 2.67341 0.10933 -3.49494  -1.31
54 O 3.15120 -0.64703 -2.43002  0.72
55 H -0.58938 -1.02680 -1.09552  0.67
56 H 0.53951 0.17817 -0.69889  -0.03
57 H 1.08761 -1.44545 -1.28850  -0.13
58 H 0.18031 -0.84221 -4.74082  0.27
59 H -0.94365 -1.70440 -3.70229  0.37
60 H 0.79183 -2.00844 -3.51487  -0.01
61 H -1.20101 1.43075 -2.08046  -0.30
62 H -2.02484 0.07968 -2.69646  0.36
63 H -1.18754 1.19279 -3.89781  0.15
64 H 1.46245 1.47256 -2.23477  0.09
65 H 1.03456 1.49922 -3.98438  0.10
66 H 3.45950 0.76336 -3.87228  0.57
67 H 2.55568 -0.53971 -4.36269  0.43
68 H 4.01122 -0.97464 -2.70325  -0.59
69 C -3.26928 -2.08503 9.26431  -1.37
70 C -1.98228 -1.89945 8.41199  -0.52
71 C -2.25511 -1.33223 6.99794  -0.22
72 C -1.01468 -0.74350 6.23079  -1.29
73 P -1.50265 -0.14802 4.53956  1.33
74 C -1.60826 -1.41417 3.23406  -0.88
75 C -0.22485 -1.98615 2.78215  -0.03
76 C -0.44728 -3.13336 1.83745  0.47
77 C -0.80908 -4.51209 2.47195  -1.77
78 C -3.19729 0.57019 4.67364  -0.93
79 C -4.39183 -0.38898 4.71254  -0.70
80 C -5.68094 0.34076 4.94368  -0.48
81 C -5.78557 1.04436 6.32925  -1.28
82 C -0.37585 1.15406 4.03507  -1.66
83 C -0.75657 1.94528 2.84129  0.37
84 C 0.48452 2.27502 2.06740  -0.57
85 C 0.23636 3.21700 0.87445  -1.30
86 H -4.03746 -2.73314 8.84249  0.35
87 H -3.73897 -1.14425 9.55142  0.35
88 H -2.90908 -2.52698 10.19330  0.42
89 H -1.66227 -2.94052 8.36858  0.33
90 H -1.19341 -1.28901 8.85146  0.38
91 H -2.95011 -0.49547 7.06804  0.20
92 H -2.60737 -2.17221 6.39923  0.32
93 H -0.29350 -1.55840 6.16801  0.42
94 H -0.53139 0.07600 6.76271  0.61
95 H -2.11343 -1.05184 2.33873  0.43
96 H -2.11108 -2.17150 3.83548  0.68
97 H 0.39462 -2.29456 3.62431  0.44
98 H 0.25769 -1.18695 2.21953  -0.36
99 H 0.53950 -3.31720 1.41252  -0.29
100 H -1.07481 -2.76920 1.02401  0.28
101 H -1.87363 -4.60009 2.68897  0.41
102 H -0.21964 -4.73924 3.36024  0.39
103 H -0.58785 -5.31131 1.76456  0.38
104 H -3.26717 1.23318 3.81129  0.32
105 H -3.08748 1.18069 5.56994  0.53
106 H -4.29318 -1.16565 5.47092  0.54
107 H -4.40357 -1.06235 3.85548  0.43
108 H -6.51173 -0.36446 4.92050  0.52
109 H -5.78709 1.19785 4.27868  0.03
110 H -6.67156 1.67461 6.40616  0.45
111 H -5.00224 1.76607 6.56079  0.28
112 H -5.92046 0.27631 7.09083  0.27
113 H 0.58052 0.64104 4.13655  0.52
114 H -0.42612 1.77171 4.93178  0.62
115 H -1.29323 2.85126 3.12290  0.59
116 H -1.56233 1.48131 2.27244  -0.45
117 H 0.94163 1.38999 1.62481  0.01
118 H 1.20194 2.77680 2.71673  0.46
119 H -0.42189 2.78715 0.11943  -0.07
120 H 1.17683 3.49749 0.40017  0.42
121 H -0.33274 4.07514 1.23198  0.66
122 C -1.04110 -5.44572 -3.43051  0.53
123 F -2.14806 -4.70845 -3.64831  -0.20
124 F -1.35729 -6.76364 -3.52943  -0.19
125 F -0.24915 -4.97571 -4.40510  -0.20
126 S -0.15291 -5.29320 -1.70924  1.37
127 O 0.58023 -3.98030 -1.73362  -0.68
128 O -1.10613 -5.30281 -0.55621  -0.73
129 O 0.81379 -6.37539 -1.66735  -0.90
130 C -1.82025 -0.67753 -7.32520  0.61
131 F -2.89017 -0.60596 -6.49745  -0.21
132 F -0.97525 -1.68059 -6.86433  -0.25
133 F -2.12965 -1.01454 -8.55031  -0.20
134 S -0.90707 1.04140 -7.28533  1.05
135 O 0.03440 1.08427 -8.42631  -0.66
136 O -2.01835 2.00750 -7.35806  -0.71
137 O -0.18046 1.11513 -5.98903  -0.65
138 C -4.68298 2.09468 1.12911  0.56
139 F -5.01816 1.33356 2.11799  -0.25
140 F -5.77512 2.74329 0.65570  -0.25
141 F -3.83804 3.00101 1.51045  -0.21
142 S -3.90472 0.99627 -0.30496  1.03
143 O -3.59487 1.93302 -1.45875  -0.60
144 O -2.68761 0.35634 0.24141  -0.53
145 O -4.95206 0.00492 -0.66475  -0.68
146 C 6.98868 -0.12908 -4.34551  0.52
147 F 7.84584 -0.69695 -5.17315  -0.19
148 F 7.51706 1.06549 -3.82854  -0.25
149 F 5.87404 0.17758 -5.07135  -0.22
150 S 6.41164 -1.40058 -3.00892  1.13
151 O 7.59436 -2.25081 -2.78647  -0.71
152 O 6.02204 -0.58042 -1.90156  -0.97
153 O 5.25437 -2.05535 -3.59465  -0.65

Cartesian forces (eV/Å) of the 6 atoms listed first:
C -0.9 0.8 0.1
C 1.4 4.0 -1.2
O -1.3 -5.7 0.6
N 2.6 1.9 1.7
H -2.1 0.5 -0.6
H 0.4 -0.5 0.5

no.,largest force on an atom (eV Å⁻¹)
1,10.9
2,5.9